Formula: H24O12
Source: the OMol25 dataset
Level of theory: ωB97M-V/def2-TZVPD

Values from the calculation:
E_HOMO, eV: -10.9
Electronic energy, Eh: -917.29565
Gap between HOMO and LUMO, eV: 10.912

Geometry as XYZ:
```
36
Properties=species:S:1:pos:R:3:forces:R:3
O 1.802 3.291 -2.309 0.110 -0.199 0.021
H 1.098 2.617 -2.282 -0.022 0.230 -0.313
H 1.394 4.039 -2.755 -0.002 0.001 0.032
O -0.607 -2.129 2.892 0.455 -0.178 -0.153
H -0.188 -2.696 2.214 -0.551 -0.049 0.010
H -1.321 -2.655 3.268 0.052 0.097 0.060
O 1.627 -0.651 2.138 -0.356 -0.128 0.043
H 1.651 0.180 2.625 0.063 -0.060 -0.011
H 0.969 -1.200 2.604 0.200 0.290 0.162
O -0.609 1.809 -2.932 0.096 -0.357 0.250
H -0.459 1.482 -3.825 0.036 0.026 0.051
H -1.037 1.064 -2.462 -0.241 0.389 -0.311
O -2.791 -0.667 1.693 0.061 0.058 0.044
H -2.931 0.271 1.521 0.015 -0.063 -0.098
H -1.843 -0.753 1.877 -0.203 -0.029 -0.026
O -0.225 -3.315 0.451 -0.007 -0.268 0.113
H 0.293 -3.863 -0.152 0.009 0.211 -0.062
H -1.144 -3.422 0.178 0.075 0.091 0.004
O 0.740 -2.088 -2.105 0.003 -0.045 0.101
H 0.615 -1.515 -1.330 -0.117 0.003 -0.214
H -0.130 -2.117 -2.517 0.037 0.069 -0.010
O -1.969 3.044 0.091 0.010 0.054 0.076
H -2.356 3.654 -0.544 -0.069 -0.089 0.009
H -1.163 2.739 -0.342 0.085 0.132 0.004
O 4.268 -1.482 1.423 -0.251 0.091 -0.106
H 3.329 -1.221 1.443 0.407 -0.176 0.158
H 4.270 -2.428 1.592 -0.009 0.035 -0.012
O -0.174 -0.116 0.000 0.114 -0.127 -0.211
H 0.130 0.790 -0.191 0.351 -0.213 0.328
H 0.449 -0.482 0.659 -0.132 0.428 -0.121
O 0.944 2.494 0.102 -0.030 -0.204 0.474
H 1.782 2.811 -0.260 -0.106 0.158 -0.313
H 0.921 2.768 1.025 -0.069 0.041 -0.057
O -2.499 0.261 -1.443 0.318 -0.148 -0.127
H -3.029 -0.535 -1.551 0.004 0.067 0.060
H -1.807 0.021 -0.796 -0.337 -0.136 0.145
```
Forces are in eV/Å.

Mulliken atomic charge list, values in e, 5 entries: number 1, O, carries -0.661; number 2, H, carries 0.418; number 3, H, carries 0.306; number 4, O, carries -0.734; number 5, H, carries 0.334


Formula: C3H9NO2S2
Source: the OMol25 dataset
Level of theory: ωB97M-V/def2-TZVPD

Values from the calculation:
Spin multiplicity: 2
Net charge: +1
E_HOMO (spin up / spin down), eV: -13.4 / -13.4
Electronic energy, Eh: -1120.96837
Gap between HOMO and LUMO (spin up / spin down), eV: 8.638 / 4.162

Geometry as XYZ:
```
17
Properties=species:S:1:pos:R:3:forces:R:3
S 2.745 1.854 1.301 0.513 -0.623 0.591
S 0.977 1.202 0.660 0.451 -0.423 -0.898
C 0.946 -0.611 0.927 -0.935 0.338 0.309
C 0.127 -1.103 -0.282 0.367 0.454 0.393
N -0.102 -2.512 -0.159 0.041 0.079 -0.419
C -0.750 -3.188 -1.175 -0.293 -0.601 0.715
O -0.934 -4.371 -1.130 0.107 -0.041 -0.213
H 3.330 2.052 0.103 -0.348 0.607 -0.246
H 1.921 -1.091 0.958 0.155 0.441 0.208
H 0.375 -0.718 1.851 0.158 -0.449 0.079
H 0.699 -0.833 -1.178 -0.098 -0.208 -0.153
H -0.810 -0.544 -0.318 -0.184 -0.004 -0.010
H 0.284 -3.081 0.587 -0.074 0.201 -0.154
H -1.162 -2.547 -1.962 0.141 0.228 -0.193
H -4.972 3.355 -1.936 -0.294 0.128 -0.103
H -6.333 3.918 -2.404 0.048 -0.050 -0.103
O -5.759 3.829 -1.639 0.245 -0.079 0.195
```
Forces are in eV/Å.

Mulliken atomic charge list, values in e, 5 entries: number 1, S, carries -0.010; number 2, S, carries 0.297; number 3, C, carries -0.565; number 4, C, carries -0.714; number 5, N, carries -0.145


Formula: C18H46O3
Source: the OMol25 dataset
Level of theory: ωB97M-V/def2-TZVPD

Values from the calculation:
E_HOMO, eV: -9.4
Electronic energy, Eh: -938.78273
Gap between HOMO and LUMO, eV: 9.997

Geometry as XYZ:
```
67
Properties=species:S:1:pos:R:3:forces:R:3
C 36.206 119.510 45.549 -1.607 -2.067 0.969
C 36.081 120.612 44.544 -1.468 -0.030 -0.103
C 37.112 121.750 44.713 -1.401 -2.967 3.643
C 36.915 122.579 46.001 0.278 -0.054 -1.983
C 38.081 123.628 46.154 -1.972 0.187 -1.093
C 37.772 124.429 47.363 -0.818 1.239 -0.467
H 37.157 118.962 45.653 -0.117 0.396 -0.530
H 35.366 118.689 45.379 1.698 1.643 0.359
H 36.020 119.951 46.517 -0.158 -0.205 0.629
H 34.990 120.964 44.651 1.513 -0.093 -0.363
H 36.135 120.075 43.596 0.180 0.733 -0.539
H 37.038 122.318 43.898 0.345 2.479 -3.268
H 38.021 121.212 44.843 1.307 -0.029 -0.532
H 37.051 121.934 46.835 -0.249 -0.704 0.876
H 35.814 122.868 45.950 1.499 0.667 0.519
H 38.035 124.390 45.334 0.389 -0.995 0.157
H 39.070 123.133 46.181 -0.558 0.135 -0.105
H 38.495 125.205 47.517 0.109 0.680 0.332
H 37.605 123.891 48.225 0.646 -1.768 2.216
H 36.734 124.792 47.310 0.382 0.801 -0.667
C 35.169 125.203 41.747 -3.767 1.096 -1.615
C 36.551 125.832 41.638 0.123 -0.818 2.343
C 37.657 125.008 42.359 -1.486 -0.456 1.582
C 39.101 125.550 42.122 -3.411 3.881 -0.041
C 40.166 124.890 42.903 2.133 1.430 -5.259
C 41.549 125.571 42.593 0.293 -4.254 4.367
H 34.830 124.633 42.682 0.732 1.285 -0.975
H 34.894 124.506 40.893 0.893 0.473 0.955
H 34.337 126.113 41.431 2.041 -2.454 1.468
H 36.507 126.891 42.016 0.435 -1.015 -0.572
H 36.866 125.713 40.665 0.256 0.837 -2.666
H 37.472 123.876 42.230 0.739 1.549 -0.668
H 37.271 125.064 43.412 1.188 0.180 -0.211
H 39.051 126.731 42.290 -0.048 -2.033 0.983
H 39.168 125.836 41.031 0.887 -1.918 0.458
H 40.108 123.866 42.645 0.729 -1.446 -1.139
H 40.172 124.741 43.865 -1.472 0.565 5.729
H 41.874 125.064 41.767 1.172 -0.001 -2.855
H 42.309 125.109 43.409 -1.522 1.377 -1.524
H 41.536 126.605 42.695 0.041 1.724 -0.383
C 38.044 127.771 44.933 -0.492 0.124 -3.500
C 37.296 127.994 46.126 -0.594 0.186 4.735
O 38.261 128.445 47.168 -0.408 0.138 -1.932
H 37.471 127.051 44.389 -1.219 -0.114 -1.190
H 38.840 127.122 44.988 2.770 -0.706 0.810
H 38.224 128.658 44.229 -0.077 -1.171 1.386
H 36.615 127.192 46.599 1.486 0.495 -1.144
H 36.569 128.724 45.843 -0.577 1.223 0.546
H 38.063 128.313 48.095 -0.743 -0.104 0.174
C 36.179 127.299 49.748 3.959 -1.224 13.871
C 36.876 128.367 50.678 0.982 -3.304 -5.166
O 38.101 128.715 49.989 -4.064 -3.685 -2.413
H 36.819 126.502 49.771 2.105 -1.963 -0.937
H 35.759 127.461 48.995 -5.795 3.170 -11.843
H 35.423 126.838 50.430 -0.146 0.534 -0.387
H 36.932 127.749 51.491 1.383 -0.912 2.720
H 36.270 129.133 50.874 -2.136 3.498 0.603
H 38.564 129.228 50.521 3.632 3.823 3.632
C 33.743 125.304 47.513 -1.436 4.612 2.317
C 33.755 126.170 46.286 -3.984 -0.462 -1.106
O 34.013 127.497 46.497 0.160 4.053 -2.483
H 34.435 125.568 48.272 1.058 0.266 0.516
H 33.939 124.445 47.146 1.801 -6.392 -2.079
H 32.797 125.133 48.049 -0.086 0.817 -0.475
H 32.590 126.078 46.006 2.379 -0.010 -0.538
H 34.421 125.847 45.478 -0.255 -0.763 0.189
H 33.921 128.033 45.560 0.342 -2.178 3.666
```
Forces are in eV/Å.

Mulliken atomic charge list, values in e, 5 entries: number 1, C, carries -1.255; number 2, C, carries -0.462; number 3, C, carries -0.056; number 4, C, carries -0.299; number 5, C, carries 0.711


Formula: C46H61HfN2O4Sb2Se4
Source: the OMol25 dataset
Level of theory: ωB97M-V/def2-TZVPD

Values from the calculation:
Net charge: -1
E_HOMO, eV: -3.8
Electronic energy, Eh: -12333.96847
Gap between HOMO and LUMO, eV: 6.016

Geometry as XYZ:
```
120
Properties=species:S:1:pos:R:3:forces:R:3
Hf -0.782 -1.198 -0.617 -0.453 -0.285 0.520
C 2.179 2.432 3.148 0.079 0.084 0.048
Sb 2.205 2.515 1.002 0.026 -0.035 -0.044
C 4.252 1.899 0.744 0.086 0.050 0.101
C 2.685 4.655 0.998 0.057 -0.042 0.167
C 3.369 5.095 -0.250 0.029 -0.062 0.096
C 4.763 5.161 -0.293 -0.028 0.017 0.001
C 5.442 5.534 -1.441 -0.011 0.000 -0.033
C 4.720 5.861 -2.583 0.005 -0.024 0.037
C 3.338 5.799 -2.552 0.008 0.029 0.030
C 2.639 5.413 -1.405 -0.174 -0.024 -0.188
C 1.147 5.318 -1.458 0.169 0.199 -0.235
Sb 0.330 3.330 -1.975 0.539 0.274 0.754
C 1.951 2.821 -3.297 0.882 0.708 0.027
C -0.871 4.168 -3.553 9.740 5.469 2.109
H 3.197 2.562 3.517 -0.022 0.019 0.058
H 1.770 1.491 3.509 -0.004 -0.036 -0.065
H 1.553 3.250 3.508 -0.004 -0.012 0.024
H 4.843 2.193 1.613 0.043 -0.003 -0.021
H 4.663 2.379 -0.145 0.001 0.002 -0.018
H 4.303 0.819 0.619 -0.038 -0.004 0.008
H 3.304 4.827 1.881 0.053 0.042 -0.048
H 1.738 5.174 1.142 -0.001 -0.017 0.081
H 5.321 4.911 0.602 0.003 0.003 0.013
H 6.524 5.574 -1.441 0.004 0.008 -0.011
H 5.229 6.163 -3.489 0.010 -0.002 0.001
H 2.771 6.058 -3.440 -0.006 -0.013 -0.013
H 0.766 5.975 -2.242 0.026 0.093 0.050
H 0.679 5.607 -0.518 -0.047 -0.028 -0.005
H 2.039 3.568 -4.085 -0.033 0.040 -0.110
H 1.768 1.841 -3.737 1.349 1.026 0.346
H 2.890 2.789 -2.743 -0.163 0.524 -0.208
H -0.230 4.723 -4.239 0.609 -0.144 -1.392
H -1.613 4.840 -3.122 4.427 1.792 -1.387
H -1.395 3.380 -4.094 8.328 0.340 -1.669
Se -0.440 -0.256 1.847 0.226 -0.129 -0.014
Se 1.781 -0.976 1.461 -0.108 -0.070 0.290
Se 1.609 -3.295 1.557 0.019 0.072 -0.017
Se 0.718 -3.605 -0.590 0.131 0.023 0.219
C -3.389 -5.129 -3.415 -0.011 0.007 -0.015
C -2.323 -4.936 -2.331 -0.023 0.037 0.040
C -1.281 -6.053 -2.449 0.002 0.003 -0.012
C -2.930 -4.891 -0.936 0.003 0.004 0.028
C -3.501 -6.057 -0.438 0.011 0.020 0.027
C -4.030 -6.117 0.841 0.013 0.025 -0.034
C -3.979 -4.991 1.640 0.027 0.002 0.056
C -3.431 -3.797 1.179 -0.054 -0.039 0.159
C -3.400 -2.600 2.108 0.002 0.018 0.017
C -4.796 -2.221 2.607 -0.027 0.030 0.012
C -2.454 -2.865 3.281 -0.016 -0.003 0.012
C -2.920 -3.736 -0.123 0.080 -0.025 -0.144
N -2.458 -2.492 -0.624 0.025 0.306 -0.578
C -3.238 -1.992 -1.686 -0.333 0.043 0.237
C -3.115 -0.716 -2.084 -0.222 0.237 0.156
N -2.208 0.143 -1.427 0.216 -0.381 -0.588
C -2.273 1.502 -1.830 -0.637 0.548 0.824
C -2.615 2.472 -0.873 0.062 -1.195 0.459
C -2.789 3.795 -1.269 -0.281 0.395 -1.070
C -2.648 4.176 -2.591 -6.961 -0.522 4.754
C -2.278 3.224 -3.525 -7.002 -3.831 0.483
C -2.062 1.897 -3.167 -1.048 -2.474 0.419
C -1.533 0.948 -4.226 -0.221 0.131 -0.090
C -0.140 1.396 -4.675 -0.634 -0.633 -0.043
C -2.466 0.828 -5.431 -0.069 -0.118 -0.009
C -2.845 2.123 0.583 -0.045 0.103 -0.175
C -1.939 2.945 1.503 -0.058 -0.019 0.095
C -4.318 2.288 0.964 0.020 -0.060 0.146
H -2.923 -5.149 -4.403 0.002 0.002 -0.001
H -4.133 -4.333 -3.411 -0.006 0.023 0.019
H -3.914 -6.077 -3.273 0.009 0.001 0.009
H -1.820 -3.985 -2.510 0.020 0.029 0.006
H -1.752 -7.037 -2.386 0.005 0.005 -0.002
H -0.533 -5.976 -1.662 0.008 -0.001 0.014
H -0.773 -5.991 -3.415 -0.003 0.002 0.000
H -3.518 -6.942 -1.064 -0.006 -0.006 0.010
H -4.471 -7.034 1.211 0.007 -0.005 0.000
H -4.378 -5.031 2.647 -0.007 0.000 0.009
H -3.015 -1.751 1.543 -0.021 -0.061 0.014
H -5.188 -2.960 3.311 0.002 -0.037 -0.023
H -5.502 -2.137 1.779 0.014 0.023 -0.010
H -4.764 -1.261 3.126 0.011 -0.008 0.011
H -2.826 -3.696 3.887 0.003 -0.021 0.018
H -2.369 -1.984 3.922 -0.012 -0.005 -0.016
H -1.453 -3.117 2.929 -0.011 0.011 0.003
H -4.001 -2.633 -2.106 0.058 -0.032 -0.134
H -3.751 -0.315 -2.864 0.066 0.024 -0.038
H -3.063 4.534 -0.524 0.066 0.105 -0.117
H -2.815 5.204 -2.890 -1.325 -0.042 0.222
H -2.133 3.518 -4.559 -7.210 -0.814 -3.424
H -1.438 -0.039 -3.781 0.029 0.003 0.054
H -0.184 2.370 -5.170 0.242 -0.026 -0.174
H 0.294 0.678 -5.375 0.020 0.034 -0.067
H 0.536 1.495 -3.824 -1.575 -0.685 -0.738
H -2.577 1.783 -5.951 -0.021 0.038 -0.054
H -3.461 0.494 -5.131 0.024 0.016 0.020
H -2.070 0.105 -6.147 0.008 0.032 -0.044
H -2.596 1.070 0.711 0.012 0.016 -0.029
H -2.287 3.979 1.581 0.002 0.040 -0.015
H -0.913 2.955 1.128 -0.007 -0.052 0.002
H -1.923 2.520 2.509 -0.018 0.053 0.047
H -4.651 3.318 0.815 -0.006 0.025 0.000
H -4.472 2.031 2.015 -0.055 0.011 0.051
H -4.951 1.637 0.358 0.027 0.004 -0.020
O 0.780 0.247 -1.276 0.344 0.173 -0.146
C 1.035 -0.513 -2.253 0.094 -0.244 -0.388
O 0.145 -1.352 -2.613 0.236 -0.032 -0.216
C 2.365 -0.496 -2.896 -0.064 -0.023 0.131
C 3.261 0.505 -2.549 0.344 -0.589 0.357
C 4.547 0.541 -3.092 -0.064 -0.053 0.075
C 4.866 -0.471 -3.963 0.055 0.058 0.002
O 6.046 -0.663 -4.631 -0.053 0.002 -0.018
C 5.924 -1.936 -5.266 -0.039 0.021 0.030
O 4.560 -2.330 -5.200 0.039 0.010 -0.067
C 3.971 -1.473 -4.301 -0.079 -0.078 0.006
C 2.706 -1.523 -3.787 0.048 0.065 -0.094
H 2.944 1.252 -1.833 0.164 -0.482 0.055
H 5.257 1.314 -2.834 0.011 0.014 0.003
H 6.543 -2.665 -4.732 0.008 -0.003 0.001
H 6.225 -1.844 -6.309 0.023 -0.031 0.003
H 2.000 -2.307 -4.021 0.000 0.000 -0.006
```
Forces are in eV/Å.

Mulliken atomic charge list, values in e, 5 entries: number 1, Hf, carries -1.868; number 2, C, carries -1.392; number 3, Sb, carries 0.067; number 4, C, carries -1.403; number 5, C, carries -1.869


Formula: C4H6O4Rb
Source: the OMol25 dataset
Level of theory: ωB97M-V/def2-TZVPD

Values from the calculation:
Net charge: +1
E_HOMO (spin up / spin down), eV: -13.1 / -13.1
Electronic energy, Eh: -480.67680
Gap between HOMO and LUMO (spin up / spin down), eV: 8.386 / 8.387

Geometry as XYZ:
```
15
Properties=species:S:1:pos:R:3:forces:R:3
O 2.514 -0.637 -1.292 -0.228 -0.086 -0.548
C 2.386 0.158 -2.208 -0.216 0.137 1.132
H 1.364 0.491 -2.485 0.161 -0.172 -0.161
H 3.507 1.907 -2.577 0.012 -0.296 -0.003
C 3.508 0.850 -2.886 0.151 -0.002 -0.549
H 4.473 0.380 -2.667 -0.246 0.171 -0.002
H 3.310 0.855 -3.969 0.169 0.009 0.262
O -1.330 -0.328 0.844 0.041 0.072 0.094
Rb 0.604 -2.949 0.299 0.031 0.512 -0.125
H -1.836 0.230 3.179 -0.267 -0.084 -0.182
O -2.592 -0.162 1.340 -0.008 -0.454 0.016
O -4.193 -0.380 4.316 0.149 0.499 -0.518
C -2.725 0.065 2.557 0.410 0.161 0.305
C -4.087 -0.151 3.139 -0.252 -0.888 0.140
H -4.903 -0.330 2.411 0.094 0.421 0.140
```
Forces are in eV/Å.

Mulliken atomic charge list, values in e, 5 entries: number 1, O, carries -0.496; number 2, C, carries 0.236; number 3, H, carries 0.306; number 4, H, carries 0.275; number 5, C, carries -0.898


Formula: CH4IOP
Source: the OMol25 dataset
Level of theory: ωB97M-V/def2-TZVPD

Values from the calculation:
E_HOMO, eV: -9.2
Electronic energy, Eh: -754.74461
Gap between HOMO and LUMO, eV: 8.996

Geometry as XYZ:
```
8
Properties=species:S:1:pos:R:3:forces:R:3
C -1.029 -0.266 -1.810 -0.054 1.256 1.863
O -1.227 0.737 -1.146 0.209 -0.854 -1.289
H -1.028 -1.216 -1.289 -0.080 -0.709 0.037
H -0.780 -0.283 -2.865 -0.047 0.335 -0.584
P 1.287 0.679 2.308 -1.066 -0.142 0.987
I -0.118 -1.340 1.949 0.126 0.381 0.099
H 0.644 1.513 1.368 0.103 -0.181 -0.239
H 2.251 0.176 1.485 0.808 -0.086 -0.872
```
Forces are in eV/Å.

Mulliken atomic charge list, values in e, 5 entries: number 1, C, carries -0.020; number 2, O, carries -0.373; number 3, H, carries 0.148; number 4, H, carries 0.241; number 5, P, carries -0.113


> The lowest electronic energy belongs to which entry?

C46H61HfN2O4Sb2Se4


> Among the records above, which one has the lowest electronic energy?

C46H61HfN2O4Sb2Se4


> What is the electronic energy in the first record?

-917.29565 Eh


> Among the records above, which one has the highest electronic energy?

C4H6O4Rb